Record 1
19
Properties=species:S:1:pos:R:3:forces:R:3 method="wB97M-V/def2-TZVPD" homo_ev=-8.94 fmax_ev_per_a=1.44 total_charge=0 homo_lumo_gap_ev=9.878 smiles=C[C@H](O)CNCN relative_energy_ev=1.382 e_tot_ha=-344.33424
C -1.561 -0.313 -0.052 0.272 0.220 -0.474
N 3.246 -0.430 -0.029 0.247 0.348 0.993
H -2.749 0.606 -1.640 0.060 0.059 -0.039
H -0.267 0.488 -1.614 -0.160 0.342 -0.204
H -3.665 -0.312 -0.439 -0.104 -0.146 -0.099
H -3.045 1.225 0.012 0.136 0.346 -0.170
C 2.079 0.428 -0.243 0.186 -0.334 -0.395
H 2.024 1.313 0.411 0.244 0.103 0.077
H 3.170 -0.848 0.905 -0.108 -0.060 -0.403
H 4.063 0.173 0.078 -0.060 -0.107 -0.285
H -0.309 1.382 -0.002 -0.055 0.127 -0.701
C -2.812 0.345 -0.586 -0.460 -0.221 0.288
H 0.747 -0.558 0.874 -0.069 -0.201 0.107
O -1.579 -0.331 1.372 -0.007 0.199 0.190
H -1.511 -1.358 -0.365 0.032 0.003 0.076
N 0.878 -0.357 -0.111 -0.386 0.119 -0.143
H -1.717 0.587 1.661 0.037 -0.411 -0.040
H 2.149 0.774 -1.275 -0.111 0.190 -0.058
C -0.301 0.405 -0.535 0.305 -0.576 1.280



Record 2
8
Properties=species:S:1:pos:R:3:forces:R:3 method="wB97M-V/def2-TZVPD" homo_ev="-8.41 / -11.28" fmax_ev_per_a=2.41 total_charge=0 homo_lumo_gap_ev="9.307 / 6.977" multiplicity=3 relative_energy_ev=0.000 e_tot_ha=-1376.80718
Cl -2.389 -2.478 0.196 -0.104 -0.184 0.014
Cl -1.479 1.639 -1.122 0.227 0.310 -0.341
C 1.074 -0.062 -0.214 0.223 1.197 1.678
H 1.429 0.833 -0.727 0.171 -0.138 -0.072
P -0.751 0.397 0.303 1.206 -1.871 -0.922
O -0.946 0.894 1.663 0.256 0.484 0.869
H 1.316 -0.945 -0.757 -0.966 -0.667 -1.170
H 1.745 -0.277 0.658 -1.012 0.869 -0.056



Record 3
17
Properties=species:S:1:pos:R:3:forces:R:3 method="wB97M-V/def2-TZVPD" homo_ev=-13.75 fmax_ev_per_a=4.46 total_charge=+1 homo_lumo_gap_ev=8.404 smiles="CC=[N+]=NCNC" relative_energy_ev=4.509 e_tot_ha=-322.29487
C 1.012 1.896 1.241 -0.869 3.785 1.944
H 1.607 2.194 0.414 0.660 0.210 -0.896
N -0.540 -1.089 1.616 -0.741 -0.110 1.430
N -0.838 -0.451 -0.647 1.109 -1.003 0.089
N 0.389 -0.377 1.616 0.067 0.029 0.049
C -1.180 -1.381 0.322 -2.593 -1.232 -0.880
H -2.370 -1.487 0.562 2.952 0.158 -0.213
H 1.348 2.653 2.102 -0.549 -2.042 -1.515
C 1.242 0.509 1.468 4.166 -0.818 1.359
H -0.759 -2.382 0.036 -0.725 0.614 0.304
H -1.321 0.385 -0.763 -1.433 1.308 0.453
H 0.220 -0.078 -2.281 0.103 0.242 -1.107
H 2.388 0.293 1.688 -2.522 -0.441 -0.831
H 0.344 -1.722 -1.753 -0.051 -0.003 -0.228
C -0.361 -0.905 -1.929 1.410 -0.422 1.278
H -1.155 -1.251 -2.529 -0.730 -0.165 -1.226
H -0.014 2.156 1.015 -0.255 -0.109 -0.008



Record 4
74
Properties=species:S:1:pos:R:3:forces:R:3 method="wB97M-V/def2-TZVPD" homo_ev=-11.20 fmax_ev_per_a=1.04 total_charge=+1 homo_lumo_gap_ev=7.771 e_tot_ha=-3433.35218
H 3.066 4.487 0.359 -0.008 0.018 -0.001
H 3.067 2.788 0.882 -0.067 0.058 0.067
H -4.414 -3.440 -3.728 -0.026 0.044 0.043
Cl 0.077 3.688 0.706 0.028 0.150 -0.140
O 3.430 0.438 -0.288 -0.030 0.071 -0.135
H -4.468 -5.185 -3.387 -0.002 -0.001 -0.001
H -6.272 -0.895 1.962 -0.061 -0.019 -0.032
O -2.120 -5.096 -2.490 0.017 -0.016 0.004
C -0.180 2.111 -0.031 -0.094 -0.204 0.150
H 5.580 -3.267 -0.200 0.017 -0.022 -0.009
H 9.856 -4.796 4.203 -0.002 0.039 0.057
H -3.830 6.779 -3.452 -0.055 0.051 0.000
H -1.400 -2.951 -1.450 0.002 0.048 0.013
O 3.519 -2.168 0.711 -0.076 0.150 0.156
C -4.525 5.950 -3.599 0.054 -0.137 -0.016
H 8.325 -4.590 5.056 0.062 0.033 0.026
O 1.230 -0.677 0.309 0.020 0.466 0.342
C 3.265 3.458 0.051 -0.089 0.009 0.049
C -1.561 1.948 -0.693 0.308 0.459 -0.149
C 3.851 -3.298 1.041 -0.006 -0.109 -0.029
H -5.439 6.354 -4.038 0.011 0.064 0.023
H 8.449 -5.778 3.737 0.003 -0.002 -0.001
C -5.455 6.161 -1.213 0.008 -0.128 0.067
C 3.035 -4.094 2.017 -0.090 0.167 -0.012
H -4.793 6.997 -0.979 -0.038 0.047 -0.044
C 5.081 -3.942 0.491 -0.077 0.216 -0.128
P 2.070 -0.122 -0.895 0.326 -0.795 -0.592
H 2.701 -5.020 1.548 0.056 -0.042 0.027
H -0.037 1.342 0.722 0.051 0.077 0.107
B 2.500 3.123 -1.243 0.296 0.342 0.048
H -7.749 0.014 2.288 -0.003 -0.054 -0.043
H 1.846 -1.076 0.964 0.004 -0.274 -0.117
C 8.771 -4.799 4.083 -0.072 -0.077 -0.102
H 2.168 -3.525 2.346 -0.003 -0.010 0.005
S 1.073 1.766 -1.360 -0.430 -0.235 -0.034
H -1.477 2.291 -1.724 -0.151 -0.036 -0.047
C -2.692 2.690 -0.014 -0.161 -0.363 -0.022
H -6.313 1.745 -0.791 0.000 0.002 0.001
H 4.810 -4.862 -0.031 0.021 -0.059 0.084
C -6.661 0.082 2.255 0.074 0.095 0.079
H -2.724 3.710 -0.385 0.061 0.088 0.168
Cl -1.822 0.184 -0.796 -0.032 -0.016 -0.021
H -6.285 0.340 3.242 -0.001 0.001 0.002
O 2.719 3.695 -2.434 0.572 -0.451 0.209
H 8.389 -1.658 2.625 0.004 0.001 -0.002
C -4.835 5.292 -2.278 -0.085 0.051 0.020
C -4.276 -4.204 -2.960 0.053 -0.125 -0.028
H -3.073 -2.607 -0.940 -0.049 0.045 -0.047
H 3.647 -4.356 2.881 0.020 -0.073 -0.029
H -4.088 5.224 -4.280 -0.003 -0.001 -0.003
S 2.181 -1.132 -2.491 -0.053 0.211 0.053
O -5.577 2.089 1.580 0.087 0.007 0.039
H -4.991 -4.010 -2.159 -0.006 0.063 -0.015
O 7.760 -4.027 2.074 0.036 0.065 0.109
C -2.867 -4.150 -2.422 -0.044 0.047 0.009
H -6.400 6.573 -1.569 0.029 0.062 -0.019
C -6.237 1.130 1.256 -0.061 -0.021 -0.072
O -4.602 4.120 -2.080 0.080 -0.028 -0.060
H -5.631 5.573 -0.315 0.000 -0.003 -0.001
H -2.494 -2.035 -2.514 -0.081 0.008 0.008
H -6.290 -0.020 -0.555 -0.062 -0.035 0.013
C 8.360 -3.745 3.088 0.076 -0.032 0.033
C 8.735 -2.321 3.414 -0.070 0.012 -0.127
C -6.678 0.926 -0.174 0.084 0.117 -0.008
H 4.127 -0.222 -0.462 0.024 0.031 0.212
H 2.821 3.105 -3.194 -0.515 0.267 -0.215
H -3.628 2.226 -0.312 -0.075 0.078 0.026
H -7.767 0.889 -0.229 -0.002 -0.070 -0.001
H 8.288 -2.025 4.364 0.063 -0.014 0.039
H 9.818 -2.234 3.512 -0.001 -0.004 0.069
H 4.328 3.404 -0.196 0.016 0.016 0.011
C -2.429 -2.848 -1.789 0.134 -0.192 -0.012
H -2.635 2.670 1.073 0.026 -0.028 0.015
H 5.770 -4.188 1.300 -0.046 -0.102 -0.068



Record 5
16
Properties=species:S:1:pos:R:3:forces:R:3 method="wB97M-V/def2-TZVPD" homo_ev=-8.30 fmax_ev_per_a=0.74 total_charge=0 homo_lumo_gap_ev=9.351 relative_energy_ev=2.826 e_tot_ha=-271.64875
H 2.553 -1.149 -0.366 -0.043 0.146 0.017
C -1.950 -0.919 0.953 -0.103 0.026 0.016
H 1.721 0.434 -2.088 -0.142 -0.022 0.188
O -0.646 0.835 -0.181 0.402 -0.357 -0.271
H -2.592 0.383 -0.677 0.087 0.003 0.154
H 2.189 0.007 0.920 0.015 0.007 -0.143
H -2.821 -1.002 1.612 0.097 0.035 -0.149
C 1.428 0.599 -1.041 0.031 -0.058 -0.126
H -2.328 1.222 0.867 0.109 -0.138 -0.124
C 2.465 -0.083 -0.136 0.102 -0.096 0.123
H 3.452 0.376 -0.256 -0.185 -0.055 -0.036
H 1.409 1.682 -0.851 -0.058 -0.164 -0.005
H -1.048 -0.983 1.567 -0.115 -0.013 0.002
C -1.968 0.414 0.222 -0.411 -0.137 0.146
C 0.085 -0.058 -0.802 0.145 0.717 0.110
H -1.948 -1.758 0.257 0.068 0.104 0.098



Record 6
54
Properties=species:S:1:pos:R:3:forces:R:3 method="wB97M-V/def2-TZVPD" homo_ev=-9.53 fmax_ev_per_a=2.48 total_charge=0 homo_lumo_gap_ev=9.957 smiles=CCO.CCO.CCO.CCO.CCO.CCO relative_energy_ev=2.624 e_tot_ha=-930.14657
C -2.791 -2.436 3.110 -2.089 -1.020 -0.854
O 1.333 -4.636 -2.488 -0.353 -0.242 -0.308
H -2.855 -3.404 3.608 0.478 0.142 0.599
H 2.691 6.877 0.732 0.320 0.121 0.129
C 3.060 1.047 2.512 0.225 0.162 0.702
O 2.253 6.601 1.541 -1.260 -0.013 -0.730
O -2.142 -2.637 1.872 1.307 0.376 -0.332
H 2.631 1.639 1.703 -0.105 -0.318 -0.163
H -4.631 -2.743 1.957 0.245 -0.345 0.096
H -0.461 1.839 -1.592 0.065 -0.293 -0.175
C -0.636 -0.016 -4.186 -0.810 1.351 -0.259
O -0.957 -0.196 0.992 0.282 0.586 0.975
H -2.347 -3.517 1.549 0.005 0.063 -0.011
C -0.189 1.295 -0.688 -0.659 -0.526 0.077
H -0.690 -4.451 -2.438 0.138 -0.016 -0.191
H 0.657 6.443 0.124 0.524 -0.151 -0.409
H 0.163 6.344 1.713 0.341 0.150 0.665
H 1.589 4.086 1.930 -0.259 0.340 0.147
C 2.148 -0.105 2.929 0.127 0.234 -0.677
C -4.251 -2.098 2.750 0.256 0.302 0.498
H -1.163 -0.637 -0.953 -0.222 0.166 -0.479
H 3.221 1.764 3.316 0.065 -0.072 0.300
H -0.063 -5.305 -1.052 0.203 -0.308 -0.010
H 0.407 -2.361 -1.611 0.161 0.082 0.123
H -1.590 -0.033 -4.712 -0.204 -0.619 0.067
C 0.467 0.121 -5.198 -1.034 -1.174 -0.279
H 1.707 4.310 0.190 0.090 -0.498 -0.005
H -0.478 -0.869 -3.526 -0.191 0.000 -0.082
H 0.807 -0.523 1.574 -0.443 0.068 -0.276
H 0.955 -3.271 -0.165 0.003 0.320 0.050
C 1.104 4.542 1.067 -0.084 -0.349 -1.183
H 1.800 -0.742 -4.245 0.517 0.052 0.306
H -0.711 0.910 -3.615 0.252 -0.134 0.401
H 0.327 0.953 -5.888 0.198 0.165 0.256
H -4.327 -1.095 2.331 -0.147 0.172 0.378
H -0.114 2.065 0.080 0.096 -0.284 0.227
H 2.084 -4.843 -1.927 -0.117 0.040 0.257
O 1.720 -0.763 1.748 0.083 -0.427 0.173
H 2.641 -0.863 3.538 0.329 0.198 0.126
H 1.306 0.258 3.519 -0.206 0.102 -0.050
C 0.137 -4.474 -1.728 0.075 0.422 0.113
C 0.989 6.027 1.075 0.297 0.794 1.271
H 0.757 0.769 -0.816 0.145 0.350 -0.008
H 0.428 -0.804 -5.774 0.013 0.011 -0.663
H 4.044 0.675 2.223 -0.077 0.010 -0.231
H -2.293 -1.680 3.718 0.083 -0.118 -0.225
H 0.104 4.144 0.895 0.039 -0.358 0.140
H -2.250 0.673 -0.400 -0.207 -0.081 0.138
H -4.877 -2.266 3.627 -0.245 0.470 -0.034
O 1.688 0.163 -4.546 1.249 0.288 0.219
C 0.185 -3.184 -0.932 -0.064 -0.186 -0.151
C -1.254 0.239 -0.311 0.745 0.494 -0.437
H -1.561 -0.867 1.318 -0.163 -0.445 -0.336
H -0.770 -2.967 -0.453 -0.017 -0.055 0.124